1.
{"formula": "C7H10", "method": "the ωB97M-V functional and the def2-TZVPD basis", "species": ["C", "C", "C", "C", "C", "C", "C", "H", "H", "H", "H", "H", "H", "H", "H", "H", "H"], "xyz": [[-1.009, 1.313, 0.796], [-0.074, 0.213, 1.298], [-1.055, -0.947, -1.658], [0.079, -1.288, -1.059], [1.294, -0.412, -0.877], [1.178, 0.007, 0.537], [1.375, 0.458, 1.734], [-2.044, 0.969, 0.668], [-1.011, 2.146, 1.497], [-0.694, 1.700, -0.184], [-0.601, -0.679, 1.661], [-1.906, -1.622, -1.659], [-1.193, 0.016, -2.147], [0.119, -2.215, -0.487], [1.236, 0.488, -1.505], [2.228, -0.931, -1.113], [2.078, 0.784, 2.497]], "mulliken_charge": [-1.1582, -0.0386, -0.7157, -0.1166, -0.4554, 0.2127, -0.7284, 0.2825, 0.3417, 0.2687, 0.3329, 0.2458, 0.2724, 0.2925, 0.2575, 0.3105, 0.3958], "e_lumo_ev": 1.16, "homo_ev": -9.081, "energy_ha": -272.59202, "orbital_gap_ha": 0.3763, "smiles": "C=CCC1=C[C@H]1C", "relative_energy_ev": 3.428}

=====

2.
{"formula": "C7H10", "method": "the ωB97M-V functional and the def2-TZVPD basis", "species": ["C", "C", "C", "C", "C", "C", "C", "H", "H", "H", "H", "H", "H", "H", "H", "H", "H"], "xyz": [[0.269, 0.557, 0.375], [-0.680, 1.621, -0.120], [1.823, 0.669, -0.555], [0.180, -0.748, -0.117], [0.285, -1.698, -1.014], [-1.376, -1.191, 1.135], [-2.280, -1.586, 1.847], [0.565, 0.631, 1.419], [-1.573, 1.569, 0.507], [-0.985, 1.437, -1.151], [-0.224, 2.611, -0.043], [2.117, 1.650, -0.183], [1.670, 0.736, -1.630], [2.579, -0.060, -0.272], [1.072, -1.743, -1.755], [-0.370, -2.558, -0.929], [-3.073, -1.899, 2.486]], "mulliken_charge": [0.4652, -1.1649, -1.5028, 0.3401, -0.8050, -0.6817, -0.2982, 0.3201, 0.3787, 0.3049, 0.3444, 0.4636, 0.3839, 0.4139, 0.3056, 0.3380, 0.3943], "e_lumo_ev": 0.89, "homo_ev": -9.111, "energy_ha": -272.48498, "orbital_gap_ha": 0.3675, "relative_energy_ev": 6.341}

=====

3.
{"formula": "C7H10", "method": "the ωB97M-V functional and the def2-TZVPD basis", "species": ["C", "C", "C", "C", "C", "C", "C", "H", "H", "H", "H", "H", "H", "H", "H", "H", "H"], "xyz": [[-0.166, -1.630, 1.308], [-0.192, -1.764, -0.223], [-1.286, -1.001, 0.585], [-1.296, 0.472, 0.424], [-0.249, 1.119, -0.086], [0.943, 0.378, -0.640], [0.802, -1.067, -0.995], [-0.333, -2.558, 1.845], [0.589, -0.979, 1.740], [-0.471, -2.763, -0.555], [-2.250, -1.503, 0.634], [-2.185, 1.007, 0.748], [-0.265, 2.203, -0.187], [1.526, 3.737, -1.424], [1.382, 0.927, -1.483], [1.771, 0.349, 0.096], [1.604, 3.195, -1.926]], "mulliken_charge": [-0.6463, 0.0145, -0.0073, -0.4305, -0.2128, -0.3541, -0.8845, 0.2551, 0.2530, 0.4230, 0.4077, 0.3761, 0.2184, 0.0842, 0.3138, 0.2714, -0.0815], "e_lumo_ev": 0.39, "homo_ev": -7.921, "energy_ha": -272.52950, "orbital_gap_ha": 0.3056, "relative_energy_ev": 5.129}

=====

4.
{"formula": "C7H10", "method": "the ωB97M-V functional and the def2-TZVPD basis", "species": ["C", "C", "C", "C", "C", "C", "C", "H", "H", "H", "H", "H", "H", "H", "H", "H", "H"], "xyz": [[0.807, -1.375, -0.978], [1.294, -0.463, 0.138], [0.772, 0.892, 0.573], [-1.561, 1.025, -1.072], [-1.669, 0.336, 0.062], [-0.589, 0.518, 1.088], [0.618, -0.298, 1.447], [1.247, -1.092, -1.942], [1.122, -2.402, -0.759], [-0.277, -1.369, -1.088], [2.378, -0.539, 0.262], [1.326, 1.819, 0.648], [-2.274, 0.972, -1.886], [-0.689, 1.662, -1.211], [-2.555, -0.261, 0.279], [-0.970, 1.005, 1.994], [1.018, -0.429, 2.445]], "mulliken_charge": [-1.3482, 0.4479, -0.7104, -0.5287, -0.6458, 0.3891, -0.7931, 0.3155, 0.3464, 0.3290, 0.3685, 0.2994, 0.2958, 0.2325, 0.3204, 0.3617, 0.3199], "e_lumo_ev": 1.22, "homo_ev": -9.216, "energy_ha": -272.60634, "orbital_gap_ha": 0.3836, "smiles": "C=C[C@H]1[C@H]2[C@@H](C)[C@@H]12", "relative_energy_ev": 3.038}

=====

5.
{"formula": "C7H10", "method": "the ωB97M-V functional and the def2-TZVPD basis", "species": ["C", "C", "C", "C", "C", "C", "C", "H", "H", "H", "H", "H", "H", "H", "H", "H", "H"], "xyz": [[-1.792, 0.554, -0.061], [-1.012, -0.735, -0.189], [0.367, -0.836, -0.790], [1.220, 0.423, -0.930], [1.395, 0.900, 0.496], [0.848, 0.058, 1.373], [0.167, -1.084, 0.694], [-2.538, 0.630, -0.859], [-2.323, 0.595, 0.899], [-1.149, 1.436, -0.117], [-1.639, -1.596, -0.419], [0.564, -1.664, -1.465], [0.750, 1.183, -1.569], [2.191, 0.190, -1.389], [1.889, 1.836, 0.745], [0.846, 0.190, 2.453], [0.217, -2.079, 1.128]], "mulliken_charge": [-1.3729, -0.0397, -0.3405, -0.7819, -0.4940, -0.4819, -0.1372, 0.3607, 0.2925, 0.3305, 0.4320, 0.3725, 0.2928, 0.3734, 0.3530, 0.4269, 0.4138], "e_lumo_ev": 1.18, "homo_ev": -8.746, "energy_ha": -272.67666, "orbital_gap_ha": 0.3648, "smiles": "C[C@@H]1[C@@H]2C=CC[C@H]12", "relative_energy_ev": 1.125}

=====

6.
{"formula": "C7H10", "method": "the ωB97M-V functional and the def2-TZVPD basis", "species": ["C", "C", "C", "C", "C", "C", "C", "H", "H", "H", "H", "H", "H", "H", "H", "H", "H"], "xyz": [[1.666, -1.169, -0.216], [0.366, -0.282, 0.095], [-1.059, -0.908, 0.079], [-1.523, 0.414, -0.494], [-0.759, 1.544, 0.219], [0.241, 0.844, 1.200], [-0.154, 0.814, -0.933], [1.835, -1.964, 0.533], [1.570, -1.714, -1.184], [2.656, -0.648, -0.324], [-1.491, -1.282, 1.027], [-1.068, -1.698, -0.672], [-2.456, 0.601, -1.034], [-1.168, 2.570, 0.205], [-0.272, 0.576, 2.186], [1.390, 1.085, 1.156], [0.255, 1.204, -1.856]], "mulliken_charge": [-1.4204, 0.5614, -0.6458, -0.3925, -0.4639, -0.4968, -0.4774, 0.3323, 0.3310, 0.3485, 0.2825, 0.3170, 0.3720, 0.3657, 0.2575, 0.2761, 0.4528], "e_lumo_ev": 1.07, "homo_ev": -9.268, "energy_ha": -272.59934, "orbital_gap_ha": 0.3799, "smiles": "C[C@]12C[C@@H]3[C@H](C1)[C@@H]32", "relative_energy_ev": 3.229}

=====

7.
{"formula": "C7H10", "method": "the ωB97M-V functional and the def2-TZVPD basis", "species": ["C", "C", "C", "C", "C", "C", "C", "H", "H", "H", "H", "H", "H", "H", "H", "H", "H"], "xyz": [[-2.069, -0.364, 0.046], [-1.506, 0.832, -0.683], [-0.589, -0.243, -0.193], [1.230, -1.183, -1.032], [1.689, -0.686, 0.314], [1.639, 0.792, 0.616], [0.439, -0.069, 0.901], [-2.642, -1.091, -0.530], [-2.405, -0.246, 1.076], [-1.699, 0.902, -1.753], [-1.463, 1.794, -0.170], [-0.217, -1.109, -0.915], [1.356, -0.381, -1.785], [2.311, -1.354, 0.909], [1.600, 1.485, -0.225], [2.183, 1.155, 1.487], [0.143, -0.235, 1.938]], "mulliken_charge": [-0.7002, -0.5063, 0.5083, -0.8255, -0.0042, -0.7921, -0.5050, 0.2706, 0.2424, 0.2344, 0.2496, 0.2803, 0.1990, 0.4092, 0.2177, 0.2933, 0.4286], "e_lumo_ev": 0.49, "homo_ev": -8.168, "energy_ha": -272.49858, "orbital_gap_ha": 0.3181, "relative_energy_ev": 5.971}

=====

8.
{"formula": "C7H10", "method": "the ωB97M-V functional and the def2-TZVPD basis", "species": ["C", "C", "C", "C", "C", "C", "C", "H", "H", "H", "H", "H", "H", "H", "H", "H", "H"], "xyz": [[1.366, 1.004, -1.229], [-0.101, 0.680, -1.346], [-0.741, -0.571, -0.681], [-0.155, -1.425, 0.451], [-0.579, -0.605, 1.708], [-0.541, 0.825, 1.189], [-0.866, 0.781, -0.104], [1.965, 0.460, -1.964], [1.526, 2.079, -1.359], [1.713, 0.746, -0.222], [-0.571, 0.922, -2.299], [-1.543, -1.012, -1.273], [0.936, -1.547, 0.363], [-0.579, -2.436, 0.456], [0.003, -0.809, 2.614], [-0.198, 1.683, 1.761], [-1.634, -0.777, 1.935]], "mulliken_charge": [-1.3186, -0.0502, -0.2064, -0.8367, -0.3987, -0.6183, 0.0928, 0.3288, 0.3295, 0.3100, 0.4252, 0.3704, 0.2515, 0.3294, 0.3431, 0.4007, 0.2474], "e_lumo_ev": 1.14, "homo_ev": -8.280, "energy_ha": -272.61326, "orbital_gap_ha": 0.3462, "smiles": "C[C@@H]1C2=CCC[C@@H]21", "relative_energy_ev": 2.850}